Below is C4H10NO as an isolated structure, with properties calculated with wB97M-V/def2-TZVPD.

Output
Largest force on an atom (eV/Å): 1.113
Electronic energy (eV): -7847.1459
HOMO-LUMO gap (hartree): 0.26525
Net charge: -1
Energy relative to the best compared isomer or geometry (same formula, charge and spin) (kcal per mole): 9.0

CARTESIAN COORDINATES (ANGSTROEM)
O1 -1.348 -0.588 0.348
C1 -1.161 -0.289 -0.993
H1 -0.455 -0.051 1.082
H2 2.094 0.428 -0.166
H3 -0.111 -0.021 -1.200
H4 -0.950 -2.362 -1.597
C2 -1.520 -1.477 -1.880
N1 0.357 0.401 1.966
H5 3.121 1.783 0.660
C3 1.497 1.119 1.765
H6 -0.025 0.613 2.876
C4 2.308 1.066 0.674
H7 1.826 1.779 2.568
H8 -2.578 -1.749 -1.872
H9 -1.766 0.593 -1.297
H10 -1.287 -1.245 -2.935

---

Below is one molecule with the formula C26H33N3O4S, with properties calculated with wB97M-V/def2-TZVPD.

Output
Largest force on an atom (eV/Å): 0.617
Electronic energy (eV): -50993.6509
HOMO-LUMO gap (hartree): 0.31022
Energy relative to the best compared isomer or geometry (same formula, charge and spin) (kcal per mole): 41.9

CARTESIAN COORDINATES (ANGSTROEM)
C1 0.333 -1.433 1.181
C2 -4.324 0.028 1.026
C3 -5.333 0.991 0.403
O1 1.180 -4.581 -0.546
H1 1.075 -3.286 1.875
H2 -5.697 3.211 -2.299
C4 0.188 -2.399 -3.739
S1 5.500 2.560 -1.628
O2 0.535 -3.124 -2.587
H3 0.975 3.426 -0.213
H4 7.609 1.525 -1.733
H5 2.718 -0.106 1.433
H6 -3.778 1.937 -1.523
C5 1.554 -5.409 0.529
H7 0.848 0.440 4.593
H8 -6.311 0.845 0.864
C6 1.693 1.620 0.691
C7 -4.152 0.905 -1.652
C8 2.974 3.001 -0.811
C9 0.688 1.194 3.824
H9 4.779 0.329 0.228
C10 0.418 -2.519 -1.375
H10 6.341 0.300 -1.511
C11 0.791 -3.309 -0.263
H11 -4.672 -1.001 0.890
H12 6.895 1.292 -0.122
C12 -6.565 2.843 -1.757
C13 0.762 -2.745 0.997
N1 -5.433 0.700 -1.013
C14 2.779 0.767 0.801
C15 4.059 2.134 -0.698
H13 -0.653 1.317 -0.508
H14 -2.162 0.089 -1.521
O3 0.552 -1.528 3.542
C16 6.703 1.273 -1.191
H15 2.435 -5.019 1.049
H16 -4.192 0.238 2.088
H17 0.816 -1.510 -3.863
H18 -0.281 -0.612 -2.028
C17 -6.559 1.312 -1.688
N2 0.530 0.510 2.564
C18 -0.026 -1.222 -1.175
H19 -7.459 3.179 -2.276
H20 -5.000 2.025 0.598
C19 3.956 1.016 0.116
H21 1.795 -6.374 0.085
H22 -6.583 0.906 -2.704
O4 -2.140 1.069 2.216
C20 0.448 -0.840 2.540
H23 -0.052 2.294 1.731
N3 -3.034 0.160 0.376
C21 -0.109 -0.680 0.103
H24 3.062 3.874 -1.439
H25 -7.462 0.973 -1.171
H26 0.360 -3.077 -4.574
H27 -4.253 0.702 -2.720
H28 1.546 1.868 3.781
C22 1.808 2.743 -0.123
C23 -3.125 -0.061 -1.045
H29 -0.866 -2.102 -3.728
H30 -6.566 3.275 -0.760
C24 -0.612 0.704 0.397
C25 -1.999 0.672 1.074
C26 0.379 1.344 1.391
H31 0.737 -5.532 1.246
H32 -0.217 1.760 4.056
H33 -3.455 -1.091 -1.219

---

Below is C48H41IrN7O8P3 as an isolated structure, with properties calculated with wB97M-V/def2-TZVPD.

Output
Largest force on an atom (eV/Å): 5.466
Electronic energy (eV): -107943.2172
HOMO-LUMO gap (spin up / spin down) (hartree): 0.11135 / 0.11134
Net charge: +2

CARTESIAN COORDINATES (ANGSTROEM)
H1 1.268 -0.403 4.425
C1 -3.214 -2.234 -0.113
C2 0.199 -0.488 4.618
C3 5.361 -1.840 -2.046
C4 4.262 -0.308 1.739
O1 1.232 -4.211 -1.871
C5 6.575 -2.411 -2.376
H2 -0.994 -5.397 -1.866
H3 -2.290 5.593 0.320
O2 -2.615 0.312 -0.860
H4 5.283 -0.348 1.362
H5 -4.385 -3.001 -1.714
H6 -3.601 -5.143 4.965
C6 -1.378 4.407 -2.596
C7 5.571 -2.703 0.192
H7 8.235 -3.579 -1.693
C8 3.569 -1.348 -0.426
H8 -0.627 5.161 -2.418
C9 -3.375 -4.097 5.087
H9 4.152 -1.045 2.536
P1 -0.113 -3.483 -1.496
H10 -0.638 1.586 -3.795
H11 -4.402 -1.442 2.961
H12 -6.492 -2.998 -0.409
C10 -4.386 -1.810 1.947
H13 -1.966 5.227 -4.477
C11 -0.464 8.418 0.009
H14 6.969 -2.287 -3.373
H15 -4.374 -3.941 6.976
O3 -0.018 -2.615 -0.302
C12 -1.653 -1.365 3.202
C13 2.202 -2.045 -2.426
C14 -3.187 -1.794 1.215
H16 1.467 -1.717 -5.713
C15 2.403 -1.300 -1.193
H17 -0.133 0.408 5.146
H18 4.809 -1.273 -2.780
N1 -2.948 1.566 -0.859
H19 -2.334 -3.954 3.221
H20 -3.871 -1.539 7.241
C16 0.963 6.486 0.029
C17 1.650 4.110 2.071
C18 6.782 -3.278 -0.149
N2 -0.993 -0.560 1.232
O4 0.038 0.986 -3.439
O5 -0.684 -0.075 -2.859
C19 -2.113 4.428 -3.769
C20 1.802 -2.190 -4.806
H21 -0.585 9.487 -0.053
O6 -2.699 -1.527 -3.677
H22 1.677 3.499 2.972
C21 7.291 -3.130 -1.430
N3 1.504 -0.495 -0.554
C22 -0.129 -0.169 2.167
N4 -0.507 -0.650 3.375
O7 -0.670 -2.743 -2.755
H23 -3.559 3.417 -4.983
H24 2.371 -4.009 -5.798
C23 -3.516 -2.075 6.376
C24 4.845 -1.977 -0.754
C25 -1.592 3.407 -1.650
C26 -5.556 -2.256 1.368
P2 -1.280 -1.610 -3.926
C27 -4.389 -2.670 -0.688
C28 -5.568 -2.680 0.046
H25 1.949 6.052 -0.048
C29 2.083 -0.079 0.572
H26 3.058 -5.143 -3.716
C30 -1.424 6.230 0.215
C31 -2.784 -1.405 5.413
H27 7.333 -3.843 0.587
C32 -1.968 -1.297 1.842
C33 2.279 -3.512 -4.845
N5 -0.338 2.012 -0.047
H28 3.209 -3.801 -1.654
H29 -4.011 1.665 -3.280
C34 1.864 -1.458 -3.619
C35 -3.274 2.433 -3.105
H30 0.019 -1.354 5.255
C36 -2.602 2.460 -1.889
C37 -0.152 5.660 0.165
H31 -2.301 -2.269 -0.685
C38 2.426 -3.529 -2.374
C39 -2.362 -2.075 4.263
Ir1 -0.643 -0.333 -0.775
H32 1.310 5.113 2.324
C40 2.669 -4.139 -3.711
H33 2.661 4.177 1.664
N6 3.337 -0.575 0.670
H34 5.175 -2.855 1.184
C41 0.802 7.858 -0.056
C42 -0.029 4.207 0.229
C43 -1.576 7.600 0.142
N7 0.755 3.527 1.112
H35 -2.582 -0.350 5.525
H36 4.069 0.683 2.148
H37 -2.564 8.030 0.189
C44 -0.713 3.242 -0.499
C45 -3.808 -3.422 6.219
H38 1.698 -0.393 -3.658
H39 -3.088 1.980 0.065
H40 -6.465 -2.258 1.948
C46 0.544 2.200 0.923
O8 -1.064 -4.694 -1.219
H41 1.669 8.489 -0.175
P3 1.345 0.900 1.934
C47 -2.666 -3.431 4.106
C48 -3.026 3.419 -4.045

---

Below is a 2-piece molecular cluster, C5H11NO overall, with properties calculated with wB97M-V/def2-TZVPD.

Output
Largest force on an atom (eV/Å): 5.665
Electronic energy (eV): -8895.0058
HOMO-LUMO gap (hartree): 0.14804
Energy relative to the best compared isomer or geometry (same formula, charge and spin) (kcal per mole): 154.3

CARTESIAN COORDINATES (ANGSTROEM)
C1 -0.223 -2.365 1.683
H1 -0.067 -1.009 -2.065
H2 0.981 1.174 0.753
H3 -0.232 1.803 -1.223
H4 1.227 0.088 -1.634
H5 0.205 0.271 1.985
O1 0.830 2.729 -0.534
H6 -0.358 -3.392 1.819
N1 -0.537 1.116 -1.853
C2 -0.024 -0.543 -0.053
H7 -0.770 1.240 1.058
H8 -1.543 0.914 -1.748
C3 0.196 -0.170 -1.448
H9 0.004 -2.510 -0.468
H10 -0.291 -1.709 2.605
C4 -0.108 -1.826 0.393
C5 0.115 0.594 0.937
H11 0.594 3.595 -0.207

---

Below is C13H12BrClN2OTm as an isolated structure, with properties calculated with wB97M-V/def2-TZVPD.

Output
Largest force on an atom (eV/Å): 6.756
Electronic energy (eV): -130764.6045
HOMO-LUMO gap (spin up / spin down) (hartree): 0.23892 / 0.22655
Net charge: +3
2S+1: 3

CARTESIAN COORDINATES (ANGSTROEM)
N1 -2.656 1.396 -0.798
C1 -2.053 0.624 -1.669
C2 1.498 -2.869 -1.839
C3 -0.041 -0.825 -2.378
Br1 3.168 -1.079 1.159
H1 1.977 1.445 1.519
C4 -0.769 2.235 2.836
H2 -3.667 2.884 1.124
H3 1.473 -3.234 -2.878
H4 1.333 -1.062 -0.750
C5 -0.749 0.109 -1.402
Cl1 -1.157 -2.142 -2.820
H5 -2.574 0.394 -2.590
H6 0.756 -3.394 -1.228
C6 -0.105 1.427 1.877
C7 -0.750 1.167 0.611
C8 1.361 -0.595 1.696
H7 0.155 -0.290 -3.305
H8 1.568 0.927 3.140
H9 -0.282 2.434 3.782
C9 1.256 0.857 2.095
H10 -2.520 3.378 3.314
C10 -2.036 1.671 0.360
H11 2.111 -0.871 -2.305
C11 -2.024 2.760 2.579
Tm1 3.257 -4.457 -1.586
N2 -0.118 0.418 -0.295
H12 2.491 -3.062 -1.451
C12 1.285 -1.357 -1.789
O1 0.496 -1.380 1.646
C13 -2.682 2.488 1.345

---

Below is one molecule with the formula H4NOPS2, with properties calculated with wB97M-V/def2-TZVPD.

Output
Largest force on an atom (eV/Å): 3.253
Electronic energy (eV): -34563.3565
HOMO-LUMO gap (hartree): 0.36895
Energy relative to the best compared isomer or geometry (same formula, charge and spin) (kcal per mole): 10.0

CARTESIAN COORDINATES (ANGSTROEM)
S1 -1.991 -0.482 0.414
O1 0.269 -0.346 -1.641
H1 -0.161 2.506 -0.694
N1 0.892 -1.132 0.766
H2 1.747 -1.330 0.271
S2 0.537 1.931 0.297
H3 0.763 -0.962 1.717
H4 -2.110 -0.114 -0.907
P1 0.054 -0.070 -0.223

---

Below is C30H29N7O6STc as an isolated structure, with properties calculated with wB97M-V/def2-TZVPD.

Output
Largest force on an atom (eV/Å): 1.274
Electronic energy (eV): -67327.4442
HOMO-LUMO gap (spin up / spin down) (hartree): 0.24835 / 0.23024
Energy relative to the best compared isomer or geometry (same formula, charge and spin) (kcal per mole): 15.8
2S+1: 4

CARTESIAN COORDINATES (ANGSTROEM)
C1 -0.748 -0.654 4.461
H1 -3.657 -3.036 1.647
N1 -2.713 -3.248 1.365
H2 1.554 -2.321 -1.854
C2 -1.352 1.581 5.068
H3 1.202 -3.947 -3.654
C3 0.172 1.247 3.263
C4 -0.358 4.251 0.460
H4 2.807 0.609 -3.044
C5 -0.509 1.586 -2.875
O1 2.009 3.050 -6.899
H5 -0.966 -1.015 5.467
C6 -1.895 -2.185 1.112
H6 4.662 -1.295 1.738
H7 -2.231 1.641 4.400
H8 2.289 1.838 -4.877
H9 -3.538 0.995 0.862
H10 -4.066 3.230 0.705
N2 0.888 3.337 -6.510
S1 -0.203 -2.480 1.069
C7 -2.483 1.158 0.667
O2 -2.463 -4.581 -5.270
H11 -0.637 -6.113 -5.936
N3 -0.378 -5.434 -5.242
H12 4.446 -0.267 3.993
C8 -0.884 3.029 -4.808
C9 0.566 -2.469 -2.271
C10 -2.686 4.848 0.631
C11 2.688 -0.712 1.140
O3 0.287 2.018 0.289
Tc1 0.091 0.088 -0.165
H13 0.692 4.510 0.413
H14 -1.683 1.194 6.032
H15 -1.655 -0.774 3.845
C12 -1.333 5.211 0.562
C13 -0.683 2.879 0.410
C14 -3.024 3.522 0.627
H16 -2.286 -4.069 1.754
N4 -1.759 0.067 0.649
C15 -2.051 2.505 0.534
H17 -1.511 3.684 -5.394
C16 -1.331 2.459 -3.659
O4 1.717 0.210 -1.423
C17 0.431 2.768 -5.262
H18 2.808 -1.169 0.164
C18 2.448 0.413 3.623
H19 0.042 -1.266 4.028
H20 2.327 0.859 4.603
C19 3.746 -0.796 2.029
C20 -1.953 -2.813 -3.200
H21 -2.964 -2.938 -3.560
H22 -1.055 6.257 0.590
N5 -2.507 -1.050 0.925
C21 0.860 1.421 -3.310
N6 -0.313 0.729 4.536
O5 -1.005 0.997 -1.871
H23 -2.334 2.634 -3.293
C22 -0.939 -3.587 -3.751
C23 1.488 -0.076 1.461
H24 -0.631 1.266 2.525
C24 1.828 0.710 -2.559
H25 0.551 -5.458 -4.870
H26 0.474 2.284 3.443
N7 -0.411 -1.735 -1.743
H27 -2.418 -1.284 -1.761
H28 -0.967 2.592 5.213
H29 -3.450 5.610 0.703
C25 1.279 1.995 -4.521
C26 3.627 -0.224 3.285
C27 -1.649 -1.899 -2.209
O6 0.129 4.079 -7.109
C28 -1.335 -4.571 -4.821
C29 1.374 0.496 2.735
C30 0.352 -3.397 -3.273

---

Below is a 2-piece molecular cluster, CH4Br2Si overall, with properties calculated with wB97M-V/def2-TZVPD.

Output
Largest force on an atom (eV/Å): 4.192
Electronic energy (eV): -149064.6885
HOMO-LUMO gap (hartree): 0.32431
Energy relative to the best compared isomer or geometry (same formula, charge and spin) (kcal per mole): 35.4

CARTESIAN COORDINATES (ANGSTROEM)
H1 -0.853 1.211 1.431
C1 -1.159 0.373 0.820
Br1 1.581 -2.045 0.080
Br2 0.394 -0.325 -2.737
H2 -1.864 0.604 0.002
Si1 1.016 -0.071 -0.687
H3 -1.197 -0.602 1.338
H4 2.082 0.855 -0.247

---

Below is C6H14O2 as an isolated structure, with properties calculated with wB97M-V/def2-TZVPD.

Output
Largest force on an atom (eV/Å): 3.092
Electronic energy (eV): -10541.5552
HOMO-LUMO gap (hartree): 0.34260
Energy relative to the best compared isomer or geometry (same formula, charge and spin) (kcal per mole): 70.6

CARTESIAN COORDINATES (ANGSTROEM)
H1 1.212 1.306 1.209
H2 -1.638 -0.013 1.770
O1 -1.023 0.692 -1.414
H3 3.181 -0.130 0.969
H4 3.125 -0.005 -0.810
H5 -0.170 1.290 -1.215
C1 1.604 1.122 0.199
C2 -1.269 -0.083 -0.363
O2 1.126 1.727 -0.782
H6 -1.776 -1.809 -1.532
H7 -2.439 -1.843 0.119
C3 2.981 0.530 0.127
H8 1.156 -0.999 0.853
H9 3.701 1.352 0.169
H10 0.728 -1.412 -0.882
H11 -3.140 -0.774 -1.102
C4 -2.209 -1.209 -0.735
C5 0.380 -1.079 0.094
H12 -2.662 1.045 0.792
H13 -0.227 -1.863 0.541
H14 -0.994 1.504 1.083
C6 -1.648 0.652 0.909